Entry 1:
Below is C26H30F6KN11O6S4 as an isolated structure at a distorted geometry, with properties calculated with ωB97M-V with the def2-TZVPD basis set.

The total energy comes out at -132097.677 eV. The charge is -2. The orbital gap comes out at 0.2558 Ha. The calculation puts the HOMO energy at -2.86 eV.

Last column: Mulliken charge in e.
Cartesian coordinates (Å):
K (-0.0017, 0.4563, 1.2875)  1.4486
S (-2.7902, 1.9458, -1.0128)  -0.5297
C (-1.9526, 1.1285, -2.2634)  0.0823
N (-1.6417, 1.6853, -3.3952)  -0.9028
N (-0.9582, 0.8871, -4.3455)  0.1744
C (-1.5737, 0.1645, -5.3193)  0.5562
C (-0.8100, -0.3821, -6.3669)  -0.6875
C (-1.4064, -1.1366, -7.3596)  -0.3859
C (-2.7790, -1.3620, -7.3619)  -0.6169
C (-3.5364, -0.8049, -6.3364)  -0.4979
C (-2.9585, -0.0552, -5.3288)  -0.1754
N (-1.4551, -0.1560, -1.8466)  -0.0721
N (-1.7672, -1.1203, -2.5500)  0.4296
C (-1.1469, -2.3523, -2.1392)  -0.4644
C (-0.5128, -2.5081, -0.9168)  0.3689
C (0.1180, -3.7026, -0.6185)  -0.6457
C (0.0874, -4.7446, -1.5383)  -0.5512
C (-0.5740, -4.5934, -2.7535)  -0.5532
C (-1.1975, -3.3914, -3.0581)  -0.4286
H (-0.0319, 1.2202, -4.5480)  0.2162
H (0.2633, -0.2247, -6.3740)  0.3034
H (-0.7871, -1.5570, -8.1445)  0.3383
H (-3.2433, -1.9563, -8.1384)  0.3719
H (-4.6097, -0.9621, -6.3182)  0.3514
H (-3.5533, 0.3589, -4.5305)  0.4014
H (-0.5453, -1.7002, -0.2067)  0.3931
H (0.6238, -3.8004, 0.3338)  0.3845
H (0.5777, -5.6826, -1.3054)  0.3838
H (-0.5941, -5.4084, -3.4678)  0.3507
H (-1.7042, -3.2282, -4.0031)  0.5063
N (0.0624, -2.0879, 2.8170)  -0.0798
N (1.4544, -2.3517, 2.8615)  -0.2928
C (2.3044, -1.5900, 1.9851)  0.4486
O (3.5149, -1.6445, 2.2780)  -0.8688
O (1.7506, -1.0005, 1.0303)  -0.7147
H (-0.2007, -1.3022, 3.4111)  0.0204
H (-0.4234, -2.9010, 3.1689)  0.2217
H (1.8507, -2.3324, 3.7920)  0.2916
N (1.7711, 2.1993, 1.2291)  -0.8746
C (2.7328, 2.1835, 1.8705)  0.5639
N (3.8143, 2.1951, 2.6229)  0.2753
C (4.3636, 3.4846, 3.0179)  -0.3704
C (5.2181, 4.0461, 1.8723)  -0.6807
C (5.8275, 2.8950, 1.0499)  -0.7149
C (6.1078, 1.6680, 1.9181)  -0.6402
C (4.8030, 1.1178, 2.5267)  -0.4709
H (4.9770, 3.2890, 3.9010)  0.3616
H (3.5610, 4.1553, 3.3205)  0.0247
H (6.0004, 4.6917, 2.2824)  0.4341
H (4.5942, 4.6641, 1.2232)  0.2512
H (6.7417, 3.2286, 0.5538)  0.4518
H (5.1276, 2.6087, 0.2609)  0.2603
H (6.8142, 1.9416, 2.7095)  0.3312
H (6.5834, 0.8837, 1.3269)  0.4153
H (4.9739, 0.7291, 3.5333)  0.1129
H (4.3734, 0.2934, 1.9569)  0.2871
C (-4.5225, -4.3427, -1.3376)  -1.0038
N (-4.6433, -2.9105, -1.2140)  0.2397
C (-5.2359, -2.0719, -2.1476)  -0.2736
C (-5.0705, -0.8120, -1.7080)  -0.6864
N (-4.4114, -0.8898, -0.5000)  0.2396
C (-4.1227, -2.1787, -0.1903)  -0.1507
S (-3.2980, -2.7345, 1.1579)  -0.4131
H (-5.5046, -4.7930, -1.4918)  0.3587
H (-4.0859, -4.7144, -0.4129)  0.2708
H (-3.8633, -4.5958, -2.1700)  0.3282
H (-5.6844, -2.4531, -3.0466)  0.4786
H (-5.3446, 0.1347, -2.1358)  0.4244
H (-3.9080, -0.0972, -0.1009)  0.0990
F (-1.6793, 1.6252, 5.8802)  -0.2004
C (-0.4097, 1.2422, 5.9522)  0.2971
F (0.1903, 1.9044, 6.9442)  -0.2257
F (-0.3984, -0.0633, 6.2724)  -0.2134
S (0.4863, 1.4630, 4.3225)  0.6869
O (-0.5794, 1.3705, 3.3541)  -0.7141
O (1.4510, 0.4011, 4.3196)  -0.5906
N (1.2262, 2.8466, 4.4458)  -0.1889
S (0.5345, 4.2630, 4.5856)  1.0373
O (1.5574, 5.2068, 4.9418)  -0.6990
O (-0.7013, 4.2426, 5.3178)  -0.6816
C (0.0398, 4.8328, 2.8985)  0.6515
F (1.0898, 4.8993, 2.0835)  -0.2145
F (-0.4555, 6.0770, 3.0271)  -0.2616
F (-0.8937, 4.0660, 2.3589)  -0.1876

=====

Entry 2:
Below is C34H33HfN4OPSi as an isolated structure at a distorted geometry, with properties calculated with ωB97M-V with the def2-TZVPD basis set.

The total energy comes out at -62263.930 eV. The charge is +2. The orbital gap comes out at 0.2654 Ha. The calculation puts the HOMO energy at -13.85 eV.

Last column: Mulliken charge in e.
Cartesian coordinates (Å):
Hf (0.4160, 0.6881, 0.6609)  0.1793
O (-1.2553, 2.1826, 1.8522)  -0.6411
C (-1.5241, 1.8310, 0.6948)  0.7432
C (-2.6897, 2.0365, -0.1423)  0.1705
C (-3.8107, 2.8131, 0.1624)  -0.5201
C (-4.8173, 2.9280, -0.7834)  -0.7323
C (-4.7002, 2.2818, -2.0117)  -0.7277
C (-3.5885, 1.5035, -2.3191)  -0.6193
C (-2.5779, 1.3806, -1.3812)  0.2413
P (-1.1227, 0.3157, -1.6198)  1.0657
C (-0.8177, 0.1862, -3.3793)  0.6899
C (-1.2789, -0.8977, -4.1264)  -0.2221
C (-1.0572, -0.9346, -5.4931)  -0.7275
C (-0.3845, 0.1075, -6.1143)  -0.5236
C (0.0735, 1.1894, -5.3718)  -0.7152
C (-0.1361, 1.2287, -4.0054)  -0.6869
C (-1.6810, -1.2759, -0.9295)  0.2501
C (-2.9202, -1.4084, -0.2952)  -0.5584
C (-3.2881, -2.6203, 0.2712)  -0.7843
C (-2.4391, -3.7119, 0.1963)  -0.6759
C (-1.2144, -3.5964, -0.4475)  -0.8172
C (-0.8335, -2.3852, -0.9976)  -0.0549
H (-3.8700, 3.3192, 1.1156)  0.5858
H (-5.6914, 3.5271, -0.5781)  0.4586
H (-5.4898, 2.3898, -2.7431)  0.4629
H (-3.5223, 1.0124, -3.2805)  0.5358
H (-1.8135, -1.7100, -3.6490)  0.4241
H (-1.4161, -1.7731, -6.0726)  0.4543
H (-0.2147, 0.0779, -7.1809)  0.4259
H (0.5959, 2.0010, -5.8578)  0.4399
H (0.2257, 2.0762, -3.4328)  0.3885
H (-3.6000, -0.5704, -0.2429)  0.3962
H (-4.2508, -2.7182, 0.7526)  0.4865
H (-2.7391, -4.6594, 0.6227)  0.4728
H (-0.5626, -4.4550, -0.5315)  0.4914
H (0.1080, -2.3094, -1.5217)  0.4732
C (2.6671, -1.8187, -1.7387)  -1.6748
C (3.0339, -1.4525, -0.3426)  0.7374
C (4.1192, -2.0351, 0.3032)  -0.7375
C (4.4938, -1.5879, 1.5627)  -0.5109
C (3.8303, -0.5346, 2.1738)  -1.0366
C (2.7713, 0.0302, 1.4797)  0.4571
N (2.3446, -0.4804, 0.2865)  0.2047
N (2.0086, 1.1329, 1.8452)  0.2394
Si (2.6908, 2.7942, 1.8576)  -0.1137
C (4.3121, 2.7270, 0.9031)  -1.0274
C (1.3697, 3.6892, 0.8374)  -0.9266
C (2.8606, 3.4825, 3.5867)  -1.0254
H (3.5566, -1.7792, -2.3683)  0.5794
H (1.9326, -1.1250, -2.1507)  0.1307
H (2.2863, -2.8382, -1.7974)  0.3679
H (4.6832, -2.8093, -0.1942)  0.5383
H (5.3386, -2.0450, 2.0569)  0.5081
H (4.1343, -0.1428, 3.1303)  0.6365
H (4.1905, 2.2866, -0.0882)  0.3384
H (5.0948, 2.1778, 1.4206)  0.3413
H (4.6841, 3.7416, 0.7583)  0.4429
H (1.1842, 3.1883, -0.1387)  0.2115
H (1.6969, 4.6793, 0.5169)  0.5580
H (0.4196, 3.8212, 1.3492)  0.2770
H (3.6038, 2.9220, 4.1524)  0.3435
H (1.9213, 3.4367, 4.1354)  0.3414
H (3.1854, 4.5205, 3.5673)  0.3825
N (-1.8526, -4.5464, 5.6702)  -0.3562
C (-1.5188, -3.7429, 4.9247)  -0.3467
C (-1.1113, -2.7472, 3.9852)  0.6014
C (-1.7989, -1.5421, 3.8844)  -0.8360
C (-1.3819, -0.6155, 2.9517)  -0.3099
N (-0.3315, -0.8221, 2.1325)  0.3809
C (0.3234, -1.9976, 2.2358)  0.0539
C (-0.0243, -2.9768, 3.1444)  -0.8560
H (-2.6417, -1.3222, 4.5224)  0.5953
H (-1.8810, 0.3388, 2.8682)  0.6073
H (1.1562, -2.1603, 1.5656)  0.4549
H (0.5368, -3.8974, 3.1904)  0.5984

=====

Entry 3:
Below is an isolated ion of composition C4H8NO3 and charge -1 at a distorted geometry, with properties calculated with ωB97M-V with the def2-TZVPD basis set.

The total energy comes out at -11910.870 eV. The charge is -1. The orbital gap comes out at 0.2866 Ha. Its SMILES is N[C@H](CO)CC(=O)[O-]. The calculation puts the HOMO energy at -4.17 eV.

Last column: Mulliken charge in e.
Cartesian coordinates (Å):
C (0.3783, -0.3764, 1.9005)  -0.7361
O (0.5672, 0.6227, 2.9512)  -0.5744
C (0.7713, 0.1802, 0.5816)  0.6122
C (-0.3291, 0.8123, -0.4031)  -0.7107
C (-0.9542, 0.0498, -1.6815)  0.4877
O (-0.7807, -1.1748, -1.6257)  -0.7082
O (-1.6126, 0.8105, -2.4222)  -0.7239
N (1.6482, -1.0191, 0.0667)  -0.8739
H (1.1656, -1.1439, 2.1153)  0.3652
H (-0.6429, -0.8364, 2.0267)  0.2236
H (-0.1170, 1.3353, 2.9256)  0.3047
H (1.4577, 1.0227, 0.6394)  0.2095
H (0.0490, 1.7658, -0.7699)  0.3073
H (-1.2607, 1.1210, 0.1201)  0.2212
H (0.9348, -1.5579, -0.5460)  0.3394
H (2.2878, -0.6349, -0.5895)  0.2564

=====

Entry 4:
Below is a 9-piece molecular cluster, H18O9 overall, with properties calculated with ωB97M-V with the def2-TZVPD basis set.

The total energy comes out at -18720.183 eV. The orbital gap comes out at 0.3828 Ha. Its SMILES is O.O.O.O.O.O.O.O.O. The calculation puts the HOMO energy at -10.48 eV.

Last column: Mulliken charge in e.
Cartesian coordinates (Å):
O (2.2813, 1.3227, -1.3612)  -0.6166
H (1.9458, 2.2110, -1.1972)  0.3024
H (1.6473, 0.9245, -1.9689)  0.3097
O (1.4642, -2.4579, -0.4508)  -0.6507
H (2.2375, -2.1702, -0.9465)  0.3105
H (0.8373, -1.7181, -0.5138)  0.3348
O (-1.3376, 2.1218, -1.3854)  -0.5746
H (-1.2356, 2.8543, -2.0026)  0.2665
H (-2.1337, 2.3229, -0.8793)  0.2801
O (0.6968, 1.2649, 3.1669)  -0.6707
H (1.5538, 0.9784, 2.8045)  0.3831
H (0.1030, 0.5733, 2.8454)  0.3241
O (-0.8639, -1.0199, 2.5968)  -0.6218
H (-0.9641, -1.9223, 2.2720)  0.2887
H (-1.7107, -0.8157, 3.0101)  0.2821
O (-0.2745, -0.1652, -0.2939)  -0.3707
H (-0.4124, 0.7194, -0.6851)  0.1750
H (0.3891, -0.0184, 0.4005)  0.3054
O (-1.0259, -0.4372, -3.3349)  -0.6590
H (-0.8792, -0.1148, -2.4383)  0.3609
H (-1.3054, -1.3516, -3.2195)  0.3131
O (2.7053, 0.0269, 1.5554)  -0.6565
H (2.5698, -0.9194, 1.6976)  0.3300
H (3.1447, 0.0926, 0.6979)  0.2869
O (-3.3426, -0.8820, -0.4412)  -0.6340
H (-2.4129, -0.6254, -0.3846)  0.3060
H (-3.6774, -0.7947, 0.4563)  0.2952